Below is an isolated molecule of C11H13OPS at a distorted geometry, with properties calculated with ωB97M-V/def2-TZVPD.

Structure (XYZ):
```
27
Properties=species:S:1:pos:R:3
C -3.188 -2.166 0.243
C -2.374 -1.876 1.326
C -3.282 -1.274 -0.813
C -1.655 -0.694 1.354
C -2.573 -0.087 -0.785
C -1.754 0.203 0.299
C 1.365 0.426 -0.839
C 0.436 1.632 -0.939
C 2.458 1.240 1.380
C 2.539 0.535 0.122
C 3.604 -0.536 -0.057
O 3.076 1.860 0.359
P -0.860 1.810 0.409
S -2.086 3.224 -0.237
H -3.759 -3.084 0.226
H -2.307 -2.567 2.154
H -3.921 -1.497 -1.655
H -1.022 -0.455 2.197
H -2.663 0.625 -1.594
H 0.794 -0.467 -0.569
H 1.793 0.260 -1.833
H 1.012 2.562 -0.930
H -0.109 1.585 -1.888
H 2.852 1.128 2.369
H 3.308 -1.248 -0.821
H 3.774 -1.074 0.874
H 4.540 -0.067 -0.353
```

Output
max |F|: 1.15 eV/A
HOMO energy (alpha / beta): -8.3 / -8.0 eV
gap between HOMO and LUMO (alpha / beta): 8.7691 / 6.2344 eV
charge: 0
LUMO energy (alpha / beta): 0.45 / -1.73 eV
ΔE to the lowest compared entry with this formula, charge and spin: 1.605 eV

Atomic partial charges in e from the Löwdin method, atoms 1 to 8: atom 1 (C): -0.09, atom 2 (C): -0.09, atom 3 (C): -0.08, atom 4 (C): -0.12, atom 5 (C): -0.11, atom 6 (C): -0.45, atom 7 (C): -0.18, atom 8 (C): -0.38